Record 1
Molecular formula: C40H51BF3N5O3S
Method: DFT, ωB97M-V with the def2-TZVPD basis set

```
104
Properties=species:S:1:pos:R:3:forces:R:3
C 1.3776 4.8006 1.8267 -0.3 0.5 0.0
C 1.1718 5.4944 0.6804 0.1 -0.3 0.1
C 1.6439 5.1193 -0.7034 1.6 0.8 0.6
C 2.4997 3.8822 -0.7497 0.0 -0.1 -0.1
C 3.8483 4.0226 -1.0496 0.0 0.2 -0.2
C 4.7097 2.9429 -1.1074 -0.1 -0.3 0.1
C 4.2365 1.6610 -0.8611 -0.1 0.1 -0.3
C 5.1479 0.4679 -0.8723 0.2 -0.1 0.8
C 5.4450 -0.0171 0.5855 -0.2 -0.6 -0.7
C 5.2008 -1.5295 0.7834 -0.3 0.3 0.4
O 4.4812 -1.8141 1.9809 0.2 0.0 0.2
C 2.8763 1.5240 -0.5643 -0.4 -0.3 0.0
C 2.0013 2.6015 -0.4922 0.2 0.4 -0.3
N 0.6074 2.4471 -0.1429 0.5 -0.7 0.0
C -0.0450 1.3202 -0.7662 -0.3 0.1 -0.2
C 0.5908 0.0820 -0.8727 0.4 0.0 0.0
C -0.0494 -1.0129 -1.4502 -0.2 0.0 0.0
C 0.5548 -2.3909 -1.5957 0.1 0.2 -0.2
O 1.3830 -2.8225 -0.5299 -0.3 0.0 0.0
C 0.7133 -3.3740 0.5474 -0.1 -0.2 0.3
C -0.2667 -2.6770 1.2457 0.3 -0.2 -0.3
C -0.8851 -3.2602 2.3443 -0.6 0.1 0.3
C -1.9187 -2.4911 3.1338 0.7 0.2 0.1
C -0.5326 -4.5394 2.7460 0.5 -0.2 -0.3
C 0.4515 -5.2288 2.0431 -0.1 0.4 -0.1
C 1.0816 -4.6623 0.9419 0.5 -0.2 -0.1
C 2.1482 -5.4475 0.2034 -0.1 0.2 -0.3
C 3.5280 -4.7912 0.2235 0.2 -0.1 -0.1
C 1.7152 -5.7543 -1.2581 0.3 -0.1 0.5
C -1.3243 -0.8194 -1.9574 0.0 0.1 0.2
C -1.9668 0.4077 -1.8899 -0.1 0.0 -0.2
C -3.3542 0.4660 -2.5027 0.1 0.2 -0.1
C -4.4604 0.4686 -1.4339 0.4 -0.3 -0.4
C -5.7906 1.0200 -1.9155 0.1 0.1 0.2
F -5.8462 1.1867 -3.2533 0.0 -0.1 0.1
F -6.8048 0.1855 -1.5891 0.0 0.2 -0.1
F -6.0727 2.2186 -1.3695 0.0 -0.1 -0.1
C -1.3451 1.5082 -1.2640 -0.1 -0.2 -0.1
B -2.0647 2.9214 -1.1305 0.4 -0.1 0.4
O -2.6813 3.4449 -2.2501 0.7 0.2 0.1
N -2.1204 3.6929 0.1242 -1.1 0.5 -0.9
C -1.9717 5.1215 -0.2318 -0.2 0.1 0.3
C -3.4843 3.5112 0.7187 0.7 -0.5 0.3
S 2.2400 -0.0986 -0.2507 0.1 -0.1 0.1
H 0.5020 4.5371 2.4196 0.2 1.4 0.9
H 2.3543 4.5509 2.2281 0.0 -1.5 -0.9
H 0.5770 6.4079 0.7228 -1.3 -0.8 -0.3
H 2.2544 5.9411 -1.0986 -0.2 0.0 -0.3
H 0.7631 5.0305 -1.3388 -0.1 -0.1 0.1
H 4.2224 5.0176 -1.2459 0.1 0.0 0.0
H 5.7617 3.0646 -1.3321 0.0 0.2 0.0
H 6.0955 0.7183 -1.3458 -0.1 0.0 -0.2
H 4.6899 -0.3712 -1.3974 0.0 0.1 -0.3
H 6.4866 0.1963 0.8153 -0.1 0.3 0.3
H 4.7717 0.4961 1.2723 0.3 0.2 0.1
H 6.1462 -2.0554 0.9018 0.0 -0.2 -0.2
H 4.6264 -1.9319 -0.0547 0.2 -0.1 -0.2
H 3.7132 -1.2339 2.0234 -0.1 -0.1 -0.1
H 0.5955 2.2571 0.8597 -0.3 0.4 0.1
H -0.2535 -3.1084 -1.7599 0.0 0.0 0.1
H 1.1753 -2.4023 -2.4962 0.2 0.0 0.1
H -0.5287 -1.6788 0.9203 -0.1 0.0 0.1
H -2.4863 -3.1499 3.7865 -0.2 0.0 -0.2
H -1.3837 -1.7938 3.7863 -0.1 0.1 0.0
H -2.5596 -1.8903 2.4909 -0.2 -0.1 0.0
H -0.9861 -5.0050 3.6086 -0.2 0.2 0.0
H 0.7506 -6.2278 2.3383 0.0 0.0 0.1
H 2.2521 -6.4020 0.7242 -0.1 0.0 0.1
H 3.8547 -4.5296 1.2295 0.0 0.0 0.0
H 3.5565 -3.8895 -0.3844 -0.2 0.1 0.0
H 4.2431 -5.4861 -0.2257 0.1 0.0 0.1
H 2.3262 -5.1937 -1.9646 -0.1 0.1 -0.1
H 1.8709 -6.8143 -1.4602 -0.1 0.0 -0.2
H 0.6624 -5.5125 -1.3899 0.0 -0.1 -0.2
H -1.8473 -1.6530 -2.4133 0.0 -0.1 0.0
H -3.4812 -0.3985 -3.1542 0.0 0.0 0.0
H -3.4462 1.3302 -3.1548 -0.1 0.1 0.1
H -4.6263 -0.5637 -1.1278 -0.1 0.0 0.1
H -4.1038 1.0114 -0.5631 -0.3 0.1 0.1
H -2.2162 3.1306 -3.0336 -0.4 -0.2 -0.2
H -1.2185 5.2626 -1.0029 0.1 0.0 0.1
H -2.9016 5.5538 -0.6165 0.0 -0.1 -0.1
H -1.6946 5.6996 0.6513 0.1 -0.1 0.0
H -3.3925 2.9789 1.6665 -0.2 0.0 0.0
H -4.1367 2.9393 0.0581 -0.2 0.1 0.1
H -3.9638 4.4705 0.8980 0.0 0.0 0.0
C 4.0381 7.8403 2.9823 0.0 0.0 0.0
C 4.3681 6.8086 2.0076 -0.1 0.1 0.1
N 4.6100 5.9924 1.2398 0.1 0.0 0.0
H 4.2136 7.4669 3.9892 0.0 0.0 0.0
H 4.6571 8.7196 2.8150 0.0 0.0 0.0
H 2.9895 8.1149 2.8824 0.0 0.0 0.0
C -1.0503 -8.5479 4.2087 0.0 0.0 0.0
C -1.9541 -7.4184 4.3892 0.0 -0.1 0.0
N -2.6665 -6.5307 4.5251 -0.1 0.1 0.1
H -1.6026 -9.4809 4.3013 0.0 0.0 0.0
H -0.5944 -8.5003 3.2214 0.0 0.0 0.0
H -0.2682 -8.5199 4.9649 0.0 0.0 0.0
C -8.4899 -0.5998 -4.3907 0.0 0.0 0.0
C -9.2288 -1.3097 -5.4288 0.0 0.1 0.1
N -9.8096 -1.8676 -6.2446 -0.1 -0.1 -0.1
H -9.1830 -0.1553 -3.6796 0.0 0.0 0.0
H -7.8362 -1.2906 -3.8625 0.0 0.0 0.0
H -7.8864 0.1876 -4.8371 0.0 0.0 0.0
```
Positions in Å, forces in eV/Å.

HOMO-LUMO gap: 8.280 eV
HOMO: -7.95 eV
2S+1: 1
LUMO energy: 0.3 eV
E_tot: -75563.846 eV
SMILES: C=CCc1ccc(CCCO)c2c1Nc1c(c(COc3cc(C)ccc3C(C)C)cc(CCC(F)(F)F)c1B(O)N(C)C)S2.CC#N.CC#N.CC#N

=====

Record 2
Molecular formula: C40H51BrCsN9O2S3Sb
Method: DFT, ωB97M-V with the def2-TZVPD basis set

```
108
Properties=species:S:1:pos:R:3:forces:R:3
Cs 0.5579 -0.5552 0.4963 -1.0 0.3 -0.1
C 2.4632 -4.1067 3.3171 0.0 0.0 0.0
C 1.1191 -3.7820 3.1993 0.0 0.0 0.0
C 0.5345 -3.6298 1.9511 -0.1 0.0 0.1
C 1.2797 -3.7901 0.7733 0.1 -0.1 0.1
C 2.6451 -4.0973 0.9103 0.0 0.0 0.0
C 3.2179 -4.2599 2.1598 0.0 0.0 0.0
N 0.6971 -3.4778 -0.4425 0.0 -0.2 0.0
C 0.8630 -4.2275 -1.5049 -0.1 0.0 0.0
C 1.3449 -5.5964 -1.4726 0.0 0.0 0.0
C 1.4201 -6.3641 -2.5902 0.0 0.0 0.0
C 1.0423 -5.8669 -3.8679 0.0 0.0 0.0
C 0.5826 -4.5860 -3.9545 0.0 0.0 0.0
C 0.4834 -3.7467 -2.8187 0.0 0.0 0.0
N 0.0175 -2.4633 -2.8886 0.0 0.1 0.0
N -0.2718 -2.0101 -4.0357 0.1 -0.1 0.0
C -0.8022 -0.7107 -4.0080 -0.1 0.1 0.0
C -0.7887 -0.0106 -5.2226 0.0 0.0 0.0
C -1.3517 1.2464 -5.2784 0.0 0.0 0.0
C -1.9189 1.7808 -4.1276 0.0 0.0 0.0
C -1.8827 1.0128 -2.9739 0.0 0.0 0.0
N -1.3533 -0.2049 -2.9046 0.0 0.0 0.0
H 2.9246 -4.1938 4.2924 0.0 0.0 0.0
H 0.5211 -3.6124 4.0865 0.0 0.0 0.0
H -0.5129 -3.3511 1.8781 0.1 0.0 0.0
H 3.2554 -4.1565 0.0165 0.0 0.0 0.0
H 4.2786 -4.4759 2.2333 0.0 0.0 0.0
H 1.6157 -6.0148 -0.5128 0.0 0.0 0.0
H 1.7638 -7.3902 -2.4997 0.0 0.0 0.0
H 1.1025 -6.4998 -4.7448 0.0 0.0 0.0
H 0.2709 -4.1692 -4.9029 0.0 0.0 0.0
H -0.3383 -0.4820 -6.0859 0.0 0.0 0.0
H -1.3454 1.8109 -6.2043 0.0 0.0 0.0
H -2.3604 2.7692 -4.1179 0.0 0.0 0.0
H -2.2926 1.3895 -2.0436 0.0 0.0 0.0
S 1.7357 2.0534 5.9772 0.0 0.0 0.0
Sb 1.3669 0.4608 4.3502 0.1 0.1 0.1
S 2.9372 0.5723 2.6199 0.1 0.0 0.1
S -0.7919 0.5708 3.4471 0.0 0.0 0.2
N -0.1587 3.7195 1.8574 0.0 0.0 0.0
C 0.7737 4.7470 2.3344 0.0 0.0 0.0
C 2.1927 4.2138 2.3390 0.0 0.0 0.0
N 2.6241 3.8272 0.9884 0.0 0.0 0.0
H -1.1102 3.9895 2.0821 0.0 0.0 0.0
H -0.0103 2.8489 2.3724 -0.1 0.0 0.0
H 0.5430 5.0876 3.3518 0.0 0.0 0.0
H 0.7093 5.6141 1.6650 0.0 0.0 0.0
H 2.2466 3.3751 3.0430 0.0 0.0 0.0
H 2.8591 4.9955 2.7173 0.0 0.0 0.0
H 1.8426 3.3455 0.5520 0.0 0.0 0.0
H 3.3232 3.0976 1.0969 0.0 0.0 0.0
C -4.2613 -1.7422 -1.8314 0.0 0.0 0.0
C -3.3642 -2.9916 -1.8882 0.0 0.0 0.0
C -2.8672 -3.1504 -0.4365 0.0 0.0 0.0
O -3.5702 -2.1783 0.3433 0.0 0.0 0.0
C -3.8157 -1.0877 -0.5292 0.0 0.0 0.0
H -5.3158 -2.0193 -1.7583 0.0 0.0 0.0
H -4.1270 -1.0911 -2.6957 0.0 0.0 0.0
H -2.5189 -2.8242 -2.5513 0.0 0.0 0.0
H -3.9057 -3.8712 -2.2384 0.0 0.0 0.0
H -1.7873 -2.9787 -0.3828 0.0 0.0 0.0
H -3.0868 -4.1262 -0.0017 0.0 0.0 0.0
H -2.8992 -0.5086 -0.6882 0.0 0.0 0.0
H -4.5668 -0.4469 -0.0657 0.0 0.0 0.0
Br -5.6742 4.9597 2.5774 0.0 0.0 0.0
C -4.5199 3.8483 1.5564 0.0 0.0 0.0
C -4.3025 4.1432 0.2210 0.0 0.0 0.0
C -3.4481 3.3052 -0.4789 0.0 0.1 0.1
N -2.8456 2.2498 0.0586 -0.1 0.0 -0.1
C -3.0807 1.9814 1.3395 0.1 0.0 0.0
C -3.9062 2.7622 2.1438 0.0 0.0 0.0
H -4.7720 4.9922 -0.2546 0.0 0.0 0.0
H -3.2283 3.5093 -1.5232 0.0 0.0 0.0
H -2.5672 1.1269 1.7668 0.0 0.0 0.0
H -4.0351 2.5170 3.1881 0.0 0.0 0.0
O 2.8816 -0.8733 -0.7405 0.8 -0.1 -0.5
C 4.0127 -0.7846 -1.1550 0.1 0.0 0.0
C 4.5014 0.4006 -1.9584 0.0 0.0 0.0
C 5.6912 1.0392 -1.2112 0.0 0.0 0.0
C 5.5856 0.9584 0.3252 0.0 0.0 0.0
C 6.1047 -0.3353 0.9770 0.0 0.0 0.0
C 5.2672 -1.5811 0.6881 0.0 0.0 0.0
N 5.0068 -1.6833 -0.7645 0.0 0.0 0.0
H 3.6683 1.0980 -2.0254 0.0 0.0 0.0
H 4.7808 0.0987 -2.9722 0.0 0.0 0.0
H 5.7463 2.0887 -1.5083 0.0 0.0 0.0
H 6.6342 0.5824 -1.5349 0.0 0.0 0.0
H 4.5481 1.1150 0.6358 0.0 0.0 0.0
H 6.1505 1.7901 0.7520 0.0 0.0 0.0
H 6.1328 -0.1872 2.0589 0.0 0.0 0.0
H 7.1380 -0.5077 0.6414 0.0 0.0 0.0
H 4.3054 -1.5204 1.1974 0.0 0.0 0.0
H 5.7721 -2.4855 1.0317 0.0 0.0 0.0
H 5.8649 -1.4973 -1.2696 0.0 0.0 0.0
C 0.4700 5.9159 -4.1536 0.0 0.0 0.0
C 0.5840 4.6294 -3.3835 0.0 0.0 0.0
C 1.3377 3.5625 -3.8515 0.0 0.0 0.0
C 1.4114 2.4012 -3.0943 -0.1 0.0 -0.1
N 0.7972 2.2428 -1.9287 0.1 0.0 0.1
C 0.0780 3.2700 -1.4717 0.0 0.0 0.0
C -0.0567 4.4644 -2.1616 0.0 0.0 0.0
H 1.0195 5.8634 -5.0935 0.0 0.0 0.0
H 0.8672 6.7495 -3.5715 0.0 0.0 0.0
H -0.5738 6.1428 -4.3800 0.0 0.0 0.0
H 1.8616 3.6259 -4.7983 0.0 0.0 0.0
H 1.9751 1.5475 -3.4587 0.0 0.0 0.0
H -0.3820 3.1424 -0.4969 0.0 0.0 0.0
H -0.6442 5.2666 -1.7287 0.0 0.0 0.0
```
Positions in Å, forces in eV/Å.

HOMO-LUMO gap (spin up / spin down): 4.430 / 5.298 eV
HOMO (spin up / spin down): -1.11 / -1.97 eV
2S+1: 2
Charge: -2
LUMO energy (spin up / spin down): 3.3 / 3.3 eV
E_tot: -169450.296 eV
Energy above the lowest of the compared OMol25 structures with the same formula, charge and spin: 0.0000 eV

=====

Question: What is the formula in the first record?
Answer: C40H51BF3N5O3S

=====

Question: Which of these has the highest 2S+1?
Answer: C40H51BrCsN9O2S3Sb

=====

Question: 2S+1 of number 2 (C40H51BrCsN9O2S3Sb)?
Answer: 2